(A)
# C37H34ClN2O9P2ReS3

C37H34ClN2O9P2ReS3 as an isolated structure (ωB97M-V/def2-TZVPD, the OMol25 dataset).

Geometry as XYZ:
```
89
C37H34ClN2O9P2ReS3 (ωB97M-V/def2-TZVPD)
Re -2.205 1.512 2.352
C 7.746 0.453 1.156
C 6.288 0.766 0.949
C 5.902 1.837 0.140
C 4.568 2.154 -0.041
C 3.606 1.382 0.596
C 3.960 0.329 1.423
C 5.303 0.021 1.589
S 1.878 1.737 0.383
O 1.653 3.208 0.440
C 1.715 1.302 -1.367
C 1.565 2.359 -2.288
C 1.292 2.069 -3.592
C 1.144 0.726 -4.028
C 0.804 0.415 -5.370
C 0.633 -0.879 -5.765
C 0.806 -1.935 -4.838
C 1.136 -1.669 -3.541
C 1.308 -0.328 -3.100
C 1.597 -0.005 -1.742
C 1.723 -1.078 -0.719
C 2.917 -1.855 -0.635
C 4.000 -1.643 -1.525
C 5.155 -2.355 -1.387
C 5.284 -3.314 -0.356
C 4.253 -3.543 0.508
C 3.042 -2.818 0.390
C 1.967 -3.013 1.305
C 0.831 -2.273 1.213
C 0.737 -1.301 0.187
S -0.718 -0.298 0.072
O -0.994 0.029 1.570
C -1.882 -1.552 -0.378
C -2.501 -2.353 0.566
C -3.381 -3.330 0.129
C -3.647 -3.512 -1.226
C -4.638 -4.549 -1.681
C -3.000 -2.692 -2.151
C -2.122 -1.705 -1.738
H 8.336 0.713 0.277
H 7.895 -0.604 1.374
H 8.142 1.023 1.999
H 6.663 2.432 -0.353
H 4.271 2.993 -0.659
H 3.194 -0.243 1.936
H 5.589 -0.803 2.233
H 1.640 3.376 -1.926
H 1.171 2.868 -4.314
H 0.676 1.227 -6.075
H 0.366 -1.103 -6.789
H 0.679 -2.959 -5.164
H 1.264 -2.482 -2.836
H 3.906 -0.902 -2.310
H 5.976 -2.190 -2.071
H 6.210 -3.865 -0.252
H 4.346 -4.280 1.296
H 2.068 -3.759 2.084
H 0.014 -2.413 1.908
H -2.306 -2.215 1.622
H -3.866 -3.969 0.857
H -4.661 -5.400 -1.001
H -4.403 -4.910 -2.681
H -5.643 -4.123 -1.711
H -3.190 -2.825 -3.209
H -1.626 -1.070 -2.464
O -0.410 4.765 0.401
P -1.312 3.745 1.127
O -0.837 3.141 2.443
O -1.892 2.568 0.348
O -2.586 4.706 1.493
P -3.985 4.057 1.967
O -4.550 3.375 0.637
O -4.993 4.943 2.525
O -3.501 2.901 2.929
H -0.782 5.659 0.443
H -3.858 3.067 0.029
Cl -2.014 0.500 4.356
S -4.165 0.223 1.715
C -5.329 0.997 2.759
N -5.381 0.882 4.069
C -6.463 1.696 4.644
C -7.025 2.420 3.400
N -6.326 1.731 2.298
H -4.627 0.465 4.594
H -6.072 2.385 5.388
H -7.202 1.047 5.110
H -6.764 3.477 3.377
H -8.100 2.304 3.306
H -6.261 2.128 1.371
```

Properties
orbital gap (spin up / spin down) = 8.02 / 7.12 eV
expectation value of S² = 3.7673
spin multiplicity = 4
total charge = +1

---

(B)
# C37H34ClN2O9P2ReS3

C37H34ClN2O9P2ReS3 as an isolated structure (ωB97M-V/def2-TZVPD, the OMol25 dataset).

Geometry as XYZ:
```
89
C37H34ClN2O9P2ReS3 (ωB97M-V/def2-TZVPD)
Re 0.895 0.436 0.944
C -0.966 8.749 2.301
C -0.602 7.408 1.741
C -0.952 6.236 2.406
C -0.605 4.997 1.896
C 0.066 4.924 0.687
C 0.446 6.079 0.021
C 0.111 7.314 0.547
S 0.537 3.351 -0.044
O 0.289 2.406 1.145
C -0.898 3.156 -1.127
C -0.574 3.407 -2.477
C -1.477 3.156 -3.464
C -2.734 2.589 -3.151
C -3.667 2.265 -4.163
C -4.869 1.697 -3.848
C -5.193 1.442 -2.503
C -4.328 1.779 -1.499
C -3.070 2.355 -1.792
C -2.131 2.682 -0.763
C -2.606 2.610 0.647
C -3.357 3.724 1.131
C -3.497 4.916 0.380
C -4.232 5.963 0.860
C -4.876 5.875 2.109
C -4.763 4.738 2.858
C -3.991 3.646 2.400
C -3.842 2.474 3.172
C -3.081 1.434 2.725
C -2.470 1.504 1.457
S -1.510 0.084 0.867
O -2.094 -0.339 -0.396
C -1.771 -1.174 2.109
C -1.044 -1.048 3.293
C -1.039 -2.084 4.201
C -1.746 -3.262 3.939
C -1.687 -4.393 4.919
C -2.479 -3.356 2.761
C -2.493 -2.318 1.841
H -1.929 8.724 2.808
H -0.997 9.500 1.514
H -0.214 9.061 3.027
H -1.503 6.297 3.336
H -0.854 4.090 2.427
H 1.002 6.012 -0.906
H 0.404 8.216 0.027
H 0.406 3.799 -2.715
H -1.239 3.375 -4.496
H -3.412 2.488 -5.191
H -5.575 1.444 -4.627
H -6.145 0.989 -2.266
H -4.598 1.597 -0.468
H -3.009 4.997 -0.580
H -4.327 6.868 0.277
H -5.464 6.708 2.467
H -5.254 4.663 3.820
H -4.347 2.410 4.127
H -2.964 0.542 3.321
H -0.482 -0.136 3.488
H -0.471 -2.000 5.117
H -2.028 -4.059 5.899
H -0.659 -4.739 5.029
H -2.303 -5.228 4.597
H -3.025 -4.263 2.542
H -3.043 -2.405 0.917
O 3.105 2.837 0.319
P 3.674 1.378 0.723
O 5.115 1.401 0.889
O 2.753 0.842 1.817
O 3.257 0.505 -0.603
P 2.119 0.588 -1.710
O 2.453 1.867 -2.589
O 2.096 -0.656 -2.477
O 0.776 0.980 -1.012
H 3.855 3.448 0.326
H 3.095 1.644 -3.277
Cl 1.322 -1.674 1.218
S -0.753 -3.493 -0.743
C -1.145 -2.813 -2.232
N -2.395 -2.677 -2.703
C -2.412 -2.001 -3.994
C -0.912 -1.827 -4.301
N -0.261 -2.460 -3.159
H -3.195 -2.695 -2.099
H -2.936 -1.046 -3.936
H -2.909 -2.627 -4.738
H -0.612 -0.777 -4.360
H -0.606 -2.329 -5.221
H 0.687 -2.178 -2.930
```

Properties
orbital gap (spin up / spin down) = 5.03 / 4.55 eV
expectation value of S² = 3.7684
spin multiplicity = 4
total charge = +1

---

Q: Which of them is the most stable? A: (A).

---

(A)
# C5H9NO5

A 2-piece molecular cluster, C5H9NO5 overall (ωB97M-V/def2-TZVPD, the OMol25 dataset).

Geometry as XYZ:
```
20
C5H9NO5 (ωB97M-V/def2-TZVPD)
O 1.973 4.869 -0.104
N 0.781 4.999 -0.254
O 0.051 5.960 -0.358
O 0.128 3.095 0.071
O 0.156 1.770 -0.208
C -0.161 0.931 0.953
C 0.406 -0.466 0.706
C -0.215 -1.544 0.188
C 0.634 -2.697 -0.334
O 0.573 -2.839 -1.751
C -1.697 -1.524 -0.120
H 0.177 1.433 1.881
H -1.249 0.843 1.060
H 1.499 -0.568 0.728
H 1.658 -2.474 -0.046
H 0.363 -3.654 0.134
H 1.135 -3.585 -1.990
H -1.957 -2.375 -0.779
H -2.280 -1.624 0.819
H -1.977 -0.550 -0.596
```

Properties
orbital gap (spin up / spin down) = 6.19 / 5.78 eV
spin multiplicity = 1

---

(B)
# C5H9NO5

An isolated molecule of C5H9NO5 (ωB97M-V/def2-TZVPD, the OMol25 dataset).

Geometry as XYZ:
```
20
C5H9NO5 (ωB97M-V/def2-TZVPD)
O -0.454 2.338 -0.372
C 0.256 1.378 -0.185
C 1.755 1.261 -0.220
C 2.090 -0.171 0.307
C 0.697 -0.932 0.271
O 0.628 -1.844 -0.855
N -0.217 0.163 0.184
C -1.799 -0.075 0.092
O -2.110 -1.032 1.000
O -1.989 -0.601 -1.180
O -2.533 1.032 0.327
H 1.994 1.269 -1.206
H 2.408 1.825 0.426
H 2.706 -0.850 -0.176
H 2.316 -0.244 1.275
H 0.708 -1.559 1.252
H 0.140 -2.596 -0.629
H -3.045 -1.121 1.222
H -1.497 -0.065 -1.863
H -2.054 1.823 0.330
```

Properties
orbital gap = 10.85 eV
spin multiplicity = 1
SMILES = O=C1CC[C@H](O)N1C(O)(O)O

---

Q: Which of them is the most stable? A: (B).

---

(A)
# C2H3FS2

A 2-piece molecular cluster, C2H3FS2 overall (ωB97M-V/def2-TZVPD, the OMol25 dataset).

Geometry as XYZ:
```
8
C2H3FS2 (ωB97M-V/def2-TZVPD)
C -1.900 -0.219 -0.066
C -1.172 -0.735 -0.859
F -2.700 0.418 0.715
S 2.006 0.751 0.270
S 1.965 -1.190 0.137
H 0.803 1.194 -0.271
H -0.506 -1.286 -1.453
H 1.504 1.066 1.527
```

Properties
orbital gap = 8.67 eV
spin multiplicity = 1

---

(B)
# C2H3FS2

A 2-piece molecular cluster, C2H3FS2 overall (ωB97M-V/def2-TZVPD, the OMol25 dataset).

Geometry as XYZ:
```
8
C2H3FS2 (ωB97M-V/def2-TZVPD)
C 2.052 -0.210 -1.138
C 1.072 0.445 -1.406
F -1.464 0.394 -0.269
S -1.553 -1.530 2.312
S -0.978 0.038 1.329
H 2.774 -0.822 -0.654
H -2.191 0.708 1.671
H 0.287 0.976 -1.846
```

Properties
orbital gap = 8.33 eV
spin multiplicity = 1

---

Q: Which of them is the most stable? A: (B).

---

(A)
# CH3BBr2O2

An isolated molecule of CH3BBr2O2 (ωB97M-V/def2-TZVPD, the OMol25 dataset).

Geometry as XYZ:
```
9
CH3BBr2O2 (ωB97M-V/def2-TZVPD)
O -1.444 0.565 -0.686
B -0.499 0.035 0.154
O -0.566 -0.311 1.459
C 0.965 -0.381 -0.561
Br 2.389 1.592 -0.283
Br 2.030 -1.610 0.255
H -2.423 0.721 -0.526
H -1.506 -0.160 1.914
H 1.054 -0.451 -1.725
```

Properties
orbital gap = 8.42 eV
spin multiplicity = 1
SMILES = OB(O)C(Br)Br

---

(B)
# CH3BBr2O2

CH3BBr2O2 as an isolated structure (ωB97M-V/def2-TZVPD, the OMol25 dataset).

Geometry as XYZ:
```
9
CH3BBr2O2 (ωB97M-V/def2-TZVPD)
B -0.601 0.381 0.103
C -1.932 0.268 -0.718
O 0.499 0.974 -0.477
O -0.717 0.030 1.378
Br -3.346 -0.461 0.178
Br -2.412 1.540 -2.021
H -1.305 -0.988 -2.074
H 1.434 0.614 -0.244
H 0.022 0.329 1.919
```

Properties
orbital gap (spin up / spin down) = 8.08 / 8.36 eV
spin multiplicity = 1

---

Q: Which of them is the most stable? A: (A).